# 1
Density functional theory data (ωB97M-V/def2-TZVPD) for a molecular structure, C22H28AuN2O2S3Sb2 in a non-equilibrium geometry.

Geometry (Å):
Au -0.92778 -0.89599 -1.37458
C -3.65146 4.28364 -0.63582
Sb -2.26913 2.64877 -1.03364
C -3.68862 1.12185 -0.45726
C -1.35170 2.62158 1.01660
C -0.33510 3.65719 1.10668
C -0.72236 4.95624 1.44932
C 0.17230 6.00311 1.43780
C 1.49478 5.77938 1.05730
C 1.90526 4.50413 0.73781
C 1.02587 3.41638 0.77878
C 1.53497 2.08900 0.52367
Sb 1.08587 1.38309 -1.62171
C 1.85642 3.09127 -2.68603
C 2.82754 0.12008 -1.76908
H -3.12306 5.23124 -0.66230
H -4.12371 4.14172 0.33122
H -4.41677 4.28300 -1.40536
H -4.23656 1.46087 0.41661
H -3.16117 0.20185 -0.22449
H -4.37642 0.93884 -1.27431
H -0.99892 1.60386 1.14018
H -2.20335 2.80990 1.66286
H -1.75097 5.12723 1.73401
H -0.15119 6.99498 1.70814
H 2.19706 6.59689 1.03658
H 2.93581 4.31885 0.47726
H 1.09562 1.30971 1.13118
H 2.61772 2.04052 0.54238
H 2.87843 3.27432 -2.36659
H 1.25371 3.97694 -2.50336
H 1.83772 2.83462 -3.74019
H 3.71289 0.74127 -1.67832
H 2.83451 -0.36999 -2.73596
H 2.82785 -0.62566 -0.97778
C -0.80581 -0.18473 -5.66853
C -0.51736 -0.08723 -4.18784
O 0.42912 0.64364 -3.83758
O -1.25334 -0.76286 -3.42882
H -0.36479 0.66333 -6.18104
H -1.87811 -0.23777 -5.82954
H -0.35229 -1.09850 -6.04464
S -1.64065 -6.78111 0.41373
C -1.20467 -5.23824 0.81440
S -1.82894 -3.82516 -0.01576
C -0.74645 -2.82967 0.99060
N -0.06763 -3.52817 1.82009
N -0.29978 -4.83815 1.74093
C 0.51467 -5.67393 2.52980
C 1.77733 -5.19198 2.86795
C 2.63012 -5.98521 3.60641
C 2.23143 -7.25209 4.00641
C 0.96675 -7.71496 3.68844
C 0.09710 -6.92659 2.95975
S -0.62820 -1.13557 0.89500
H 2.06855 -4.20793 2.53886
H 3.61427 -5.62120 3.86047
H 2.90290 -7.87876 4.56782
H 0.64581 -8.69308 4.00678
H -0.89608 -7.28474 2.74470

Calculated values
HOMO energy (spin up / spin down): -9.79 / -9.79 eV
frontier orbital gap (spin up / spin down): 3.239 / 3.240 eV
maximum force: 0.045 Eh/bohr
energy relative to the best compared isomer or geometry (same formula, charge and spin): 151.1 kJ/mol
net charge: +1


# 2
Density functional theory data (ωB97M-V/def2-TZVPD) for 2 unconnected molecules or ions with the total composition C22H28BF3O3S2 in a non-equilibrium geometry.

Geometry (Å):
C -0.35377 -5.98945 -3.53735
C 0.17709 -5.66112 -2.22809
C 1.13325 -6.23735 -1.42358
C 1.10087 -5.47603 -0.21705
C 0.15602 -4.47023 -0.34277
B 2.61919 -1.03528 -0.33427
C -0.38630 -3.49161 0.52328
C -0.03134 -3.53262 1.88924
C -0.99036 -3.22110 2.84299
C -2.24005 -2.78566 2.38378
C -3.41585 -2.80366 3.31492
F -3.96288 -1.55510 3.46141
F -4.41843 -3.62939 2.86178
F -3.09113 -3.25161 4.56322
C -2.50581 -2.47222 1.03280
C -1.48979 -2.69636 0.12635
O 3.78816 -1.68766 0.04524
C 4.58779 -1.69246 -1.12564
C 5.52450 -0.47294 -1.05144
C 5.49135 -2.91044 -1.05414
C 3.56401 -1.57740 -2.36116
C 3.96701 -0.55539 -3.43605
C 3.42167 -2.91039 -3.09932
O 2.36731 -1.11624 -1.71147
O -0.40902 -4.57636 -1.59633
H -0.12918 -7.03285 -3.76296
H -1.43053 -5.83712 -3.64561
H 0.13803 -5.36719 -4.28974
H 1.76723 -7.10895 -1.65904
H 1.72295 -5.60251 0.67923
H 0.96770 -3.87802 2.14761
H -0.79924 -3.41814 3.89443
H -3.49697 -2.16866 0.70331
H -1.58618 -2.37355 -0.92035
H 6.26647 -0.49425 -1.85911
H 5.00483 0.49884 -1.07981
H 6.07883 -0.53900 -0.10575
H 6.22160 -2.84511 -1.86441
H 6.01364 -2.85561 -0.09469
H 4.96527 -3.87150 -1.10361
H 4.96792 -0.81256 -3.82039
H 3.28794 -0.58373 -4.30496
H 3.95533 0.47596 -3.05080
H 4.38028 -3.16933 -3.60556
H 3.19733 -3.69564 -2.37536
H 2.65763 -2.88519 -3.88610
C 0.62606 2.32407 2.14851
C 1.70379 2.16208 1.05772
S 1.08689 1.22963 -0.36968
C 1.53860 -0.95677 0.79905
S 0.03595 -0.08577 0.88045
C 0.03758 0.91634 2.46117
H 0.99440 2.79253 3.07896
H -0.13685 3.01006 1.74144
H 1.90805 3.11988 0.53043
H 2.62755 1.68220 1.42490
H 1.93560 -0.91131 1.81246
H 0.65487 0.32323 3.14845
H -1.05144 0.89854 2.76380

Calculated values
HOMO energy: -6.22 eV
frontier orbital gap: 6.300 eV
maximum force: 0.076 Eh/bohr
energy relative to the best compared isomer or geometry (same formula, charge and spin): 0.0 kJ/mol
net charge: 0


# 3
Density functional theory data (ωB97M-V/def2-TZVPD) for a molecular structure, C22H28BMoN8S2.

Geometry (Å):
Mo 0.97257 0.84247 -1.69080
C -2.91048 -2.31519 -2.59802
C -1.68543 -2.86426 -1.87239
C -0.39897 -2.09983 -2.30035
C -1.84540 -2.84068 -0.37784
C -1.79492 -3.90303 0.54506
C -1.81141 -3.29545 1.77712
N -1.87879 -1.95879 1.58869
N -1.92798 -1.68689 0.26712
B -1.25952 -0.95987 2.55855
N 0.27335 -1.02990 2.55124
C 1.06136 -1.38170 3.58567
C 2.36155 -1.39608 3.15560
C 2.28415 -1.02748 1.80047
N 1.02314 -0.80895 1.44186
C 3.43178 -0.91263 0.83961
C 4.20217 -2.23038 0.74467
C 2.96195 -0.50370 -0.55986
N -1.60455 0.58191 2.20712
C -1.79957 1.46605 3.17525
C -1.39966 2.73849 2.77906
C -0.92421 2.60428 1.49286
N -1.08037 1.29411 1.15899
C -0.38152 3.69369 0.60783
C -1.50733 4.36715 -0.18863
C 0.82537 3.36102 -0.30640
H -2.76308 -2.31936 -3.67904
H -3.79150 -2.91555 -2.37242
H -3.11493 -1.29188 -2.27499
H -1.54633 -3.90769 -2.16186
H -0.66498 -1.07939 -2.62201
H 0.31128 -2.05004 -1.46769
H 0.08780 -2.57912 -3.14991
H -1.75719 -4.95794 0.33307
H -1.75769 -3.71220 2.76990
H -1.65107 -1.11463 3.67935
H 0.63527 -1.60386 4.55034
H 3.23870 -1.64145 3.72939
H 4.11811 -0.14027 1.19922
H 3.54911 -3.03082 0.39225
H 5.04806 -2.14366 0.06177
H 4.58621 -2.51853 1.72206
H 2.44652 0.48813 -0.39329
H 3.80787 -0.34805 -1.22803
H 2.32223 -1.29175 -0.95764
H -2.17265 1.12689 4.12735
H -1.43183 3.64262 3.36153
H -0.02249 4.42856 1.33123
H -1.94335 3.68496 -0.91773
H -2.30118 4.70492 0.47653
H -1.11332 5.23511 -0.71667
H 0.58275 3.57531 -1.34448
H 1.69048 3.97248 -0.05312
H 1.22004 2.32101 -0.18328
S -0.79235 0.57123 -0.34173
C -0.61205 1.70219 -3.32781
C -1.36182 1.42348 -2.34536
N -2.04438 1.18677 -1.29693
C 0.31391 2.28467 -4.12047
S 1.88228 2.21200 -3.42657
C 0.02379 2.92022 -5.36682
N -0.20949 3.43130 -6.36864

Calculated values
HOMO energy (spin up / spin down): -11.44 / -11.45 eV
frontier orbital gap (spin up / spin down): 6.492 / 6.574 eV
maximum force: 0.007 Eh/bohr
energy relative to the best compared isomer or geometry (same formula, charge and spin): 775.4 kJ/mol
net charge: +1


# 4
Density functional theory data (ωB97M-V/def2-TZVPD) for a molecular structure, C22H28BN8S2Ti.

Geometry (Å):
Ti -0.01773 -0.03116 -0.47314
C 2.40272 -2.79627 0.09432
C 3.54010 -1.92594 -0.40498
C 4.81225 -2.21705 0.39453
C 3.25246 -0.45130 -0.36817
C 4.17939 0.57754 -0.57685
C 3.47525 1.74239 -0.39425
N 2.21231 1.45057 -0.06549
N 2.06540 0.07807 -0.05662
B 1.10948 2.45975 0.39522
N 0.00036 2.69447 -0.68969
C -0.18680 3.80136 -1.41031
C -1.31292 3.65289 -2.18678
C -1.78497 2.36957 -1.90385
N -0.99315 1.78749 -0.99397
C -3.04434 1.75775 -2.45836
C -4.24988 2.48411 -1.85134
C -3.17869 0.25993 -2.26340
N 0.42698 1.89783 1.64261
C 0.30710 2.35637 2.89032
C -0.41728 1.44119 3.62373
C -0.72238 0.41045 2.72850
N -0.20496 0.70036 1.53074
C -1.49307 -0.84151 3.00571
C -2.93521 -0.51733 3.38456
C -0.80145 -1.67004 4.08543
H 2.72548 -3.83661 0.09347
H 1.51042 -2.72698 -0.52104
H 2.12161 -2.52908 1.11880
H 3.73706 -2.17751 -1.45349
H 4.66038 -1.98028 1.44958
H 5.67082 -1.64583 0.04372
H 5.06290 -3.27390 0.31496
H 5.22069 0.47708 -0.82066
H 3.79560 2.77056 -0.42452
H 1.63167 3.51361 0.60076
H 0.48834 4.63273 -1.29923
H -1.74423 4.36726 -2.86360
H -3.02324 1.96627 -3.53395
H -4.28870 2.29897 -0.77623
H -5.17768 2.11901 -2.29069
H -4.20144 3.56194 -2.00380
H -3.22737 -0.00267 -1.20549
H -2.35514 -0.29957 -2.70561
H -4.10631 -0.07544 -2.72817
H 0.74423 3.30125 3.16559
H -0.69153 1.49694 4.66143
H -1.50402 -1.42192 2.08181
H -2.98825 0.07118 4.30274
H -3.49251 -1.43976 3.54973
H -3.43941 0.04500 2.59781
H -0.75754 -1.13456 5.03605
H 0.21892 -1.92660 3.79916
H -1.34864 -2.59778 4.25352
S 0.61926 0.14010 -2.92827
C 1.24293 -1.38105 -3.03890
S -1.01708 -1.80323 -0.42452
C 1.11314 -2.53063 -3.70659
C 2.02817 -3.59935 -3.42017
N 2.76192 -4.45457 -3.19154
C 0.11359 -2.75078 -4.70766
N -0.70278 -2.89255 -5.50418

Calculated values
HOMO energy (spin up / spin down): -7.81 / -8.71 eV
frontier orbital gap (spin up / spin down): 6.971 / 7.894 eV
expectation value of S²: 0.761
multiplicity: 2
maximum force: 0.008 Eh/bohr
net charge: 0


# 5
Density functional theory data (ωB97M-V/def2-TZVPD) for 6 unconnected molecules or ions with the total composition C22H28BrF5O15SSi in a non-equilibrium geometry.

Geometry (Å):
C 0.59633 -1.08902 -0.88340
C -0.66147 -0.86146 -1.23472
C -2.16279 -0.32488 -1.39076
Si -2.27336 1.61969 -1.54713
C -3.95709 2.10452 -0.75478
S -2.46340 2.04787 -3.67808
C -0.73513 2.42225 -0.73041
Br -1.20254 3.85059 0.63211
C 0.30256 3.12499 -1.75298
C 0.91532 2.14906 -2.88619
H 1.69719 -1.21209 -0.53500
H -2.72302 -0.56834 -0.39340
H -2.71881 -0.86950 -2.23526
H -3.87892 2.72833 0.20685
H -4.63175 2.59814 -1.56960
H -4.51645 1.12254 -0.45139
H -3.50604 1.19861 -4.07546
H -0.12273 1.63200 -0.13319
H 1.20805 3.47934 -1.10411
H -0.16713 4.09586 -2.17099
H 0.62443 1.04230 -2.78757
H 0.56448 2.56574 -3.91842
H 2.07725 2.18854 -2.91394
O 3.58338 -2.09242 1.06029
C 2.74640 -2.74954 1.61987
O 2.82819 -4.09834 1.80103
C 1.72335 -4.46663 2.60968
C 0.75826 -3.35501 2.35875
F -0.00170 -3.11654 3.45350
O 1.59615 -2.23785 2.14350
H 2.04088 -4.52244 3.65519
H 1.32570 -5.43852 2.31169
H 0.11548 -3.50586 1.48596
O -2.86690 4.48600 7.12098
C -2.03564 4.62040 6.26564
O -2.31182 4.66696 4.93009
C -1.08979 4.96634 4.27430
C -0.07188 4.50395 5.26561
F 1.04856 5.26164 5.20123
O -0.69912 4.73742 6.50860
H -1.03471 6.04219 4.08286
H -1.01517 4.43659 3.32254
H 0.19083 3.44496 5.17947
O 0.30799 -3.95388 -2.26998
C 1.17871 -3.94453 -3.09838
O 2.37632 -4.58065 -2.95580
C 3.05877 -4.43996 -4.19171
C 2.41715 -3.22365 -4.77515
F 2.38371 -3.29354 -6.12621
O 1.09256 -3.29112 -4.28988
H 2.89764 -5.33530 -4.79943
H 4.13132 -4.31064 -4.03547
H 2.87534 -2.28008 -4.46352
O -4.42014 -7.16437 -0.62536
C -3.97412 -6.11273 -0.99542
O -2.72403 -5.95265 -1.51810
C -2.63545 -4.60319 -1.94895
C -3.67151 -3.92970 -1.11007
F -4.23233 -2.88890 -1.77275
O -4.65206 -4.93085 -0.93778
H -2.85755 -4.54868 -3.01907
H -1.63501 -4.20122 -1.77780
H -3.31088 -3.59594 -0.13212
O 5.00751 4.47749 -0.30266
C 4.22950 4.28028 0.58967
O 4.44300 3.40076 1.61163
C 3.36126 3.56030 2.51527
C 2.29553 4.13550 1.64057
F 1.48995 4.96763 2.34184
O 3.02082 4.90119 0.70283
H 3.65791 4.23835 3.32116
H 3.07001 2.60297 2.95198
H 1.69194 3.38793 1.11683

Calculated values
HOMO energy: -9.67 eV
structure (SMILES): C#CC[Si@](C)(S)[C@H](Br)CC.O=C1OC[C@@H](F)O1.O=C1OC[C@@H](F)O1.O=C1OC[C@@H](F)O1.O=C1OC[C@@H](F)O1.O=C1OC[C@@H](F)O1
frontier orbital gap: 9.596 eV
maximum force: 0.129 Eh/bohr
net charge: 0


# 6
Density functional theory data (ωB97M-V/def2-TZVPD) for 4 unconnected molecules or ions with the total composition C22H28BrN8 in a non-equilibrium geometry.

Geometry (Å):
C 3.25887 1.55631 -2.40141
C 4.10556 0.31481 -2.03995
Br 5.81016 1.01613 -1.29679
C 3.42307 -0.65617 -1.02185
N 2.43564 0.06478 -0.22313
C 1.12245 -0.06657 -0.38043
N 0.58014 -0.91867 -1.28105
C -0.74281 -0.75951 -1.11565
N -1.00382 0.12548 -0.18180
C -2.27865 0.65892 0.32424
C -2.71979 1.78618 -0.62699
N -1.83738 2.46684 -1.20827
N 0.16773 0.59180 0.29401
H 3.74941 2.18621 -3.15780
H 2.27781 1.20823 -2.77524
H 3.06022 2.19229 -1.52097
H 4.34479 -0.20318 -2.98137
H 4.20126 -1.02229 -0.33171
H 3.01589 -1.53083 -1.54316
H 2.72808 0.72366 0.48892
H -1.48233 -1.30834 -1.70007
H -3.03755 -0.12101 0.46787
H -2.04923 1.13903 1.29009
H -3.78335 2.01676 -0.79806
H -2.28330 3.18321 -1.78344
H 0.34078 1.29902 0.99536
N -1.90364 -3.41767 -4.17252
C -2.93027 -3.87601 -4.89230
C -3.25464 -3.40750 -6.15617
C -2.47347 -2.40328 -6.70456
C -1.40383 -1.91091 -5.97398
C -1.16376 -2.45217 -4.72153
H -3.51464 -4.65869 -4.42142
H -4.09709 -3.81841 -6.69556
H -2.69503 -2.00947 -7.68867
H -0.77061 -1.12674 -6.36690
H -0.33459 -2.10381 -4.11202
N 4.22714 -2.38068 5.40651
C 3.17540 -2.82069 4.71466
C 2.82821 -2.34943 3.45772
C 3.61653 -1.36231 2.88930
C 4.71327 -0.88915 3.59049
C 4.97370 -1.43172 4.83989
H 2.58807 -3.59073 5.20263
H 1.96417 -2.74560 2.94006
H 3.37852 -0.96762 1.90964
H 5.35270 -0.11882 3.17973
H 5.82232 -1.09713 5.42615
N -3.68943 2.14949 2.67176
C -4.23231 1.80231 3.84292
C -4.33013 2.65552 4.92954
C -3.83470 3.94264 4.80062
C -3.26546 4.32578 3.59691
C -3.21906 3.39801 2.57044
H -4.60426 0.78530 3.89898
H -4.78249 2.32020 5.85259
H -3.89166 4.63897 5.62771
H -2.86746 5.32170 3.45779
H -2.78518 3.65547 1.60826

Calculated values
HOMO energy: -11.81 eV
frontier orbital gap: 9.195 eV
maximum force: 0.045 Eh/bohr
net charge: +1


# 7
Density functional theory data (ωB97M-V/def2-TZVPD) for a molecular structure, C22H28ClEuN7O2S2.

Geometry (Å):
Eu -0.00176 -0.34990 -0.61966
C 0.71410 2.20165 1.89510
O -0.13392 1.78822 0.82094
C -1.19467 2.72328 0.60589
C -2.03231 2.23615 -0.55357
O -1.19518 1.88630 -1.65139
C -0.76233 3.02102 -2.40154
H 0.12166 2.34484 2.80132
H 1.21566 3.13524 1.63040
H 1.43164 1.40520 2.07554
H -0.75555 3.70576 0.40616
H -1.81023 2.79709 1.50768
H -2.75398 3.00729 -0.83658
H -2.57827 1.33390 -0.28308
H -1.63434 3.57192 -2.76002
H -0.19499 2.65199 -3.24928
H -0.13454 3.68109 -1.79817
N 3.41285 -2.99374 0.90273
C 4.13602 -1.87583 1.24973
C 3.44513 -0.81985 0.74963
N 2.31787 -1.26622 0.09989
C 2.33642 -2.57932 0.20570
C 1.29645 -3.41870 -0.37058
N 0.14369 -2.92484 -0.76173
C -0.56650 -3.97874 -1.28381
C 0.17720 -5.11319 -1.20548
N 1.36899 -4.74182 -0.62384
H 3.61799 -3.93426 1.19300
H 5.04570 -1.93507 1.81861
H 3.68592 0.22650 0.81760
H -1.56038 -3.85562 -1.67571
H -0.02333 -6.12572 -1.50453
H 2.15876 -5.34595 -0.47509
C 2.07297 -0.32535 5.62535
N 0.64228 -0.41477 5.40395
C -0.33518 -0.18751 6.36024
C -1.52449 -0.42780 5.77620
N -1.25855 -0.80210 4.47625
C 0.06900 -0.79554 4.23773
S 0.87188 -1.20878 2.80174
H 2.26640 0.41990 6.39293
H 2.54964 -0.03277 4.69337
H 2.47408 -1.28883 5.93834
H -0.08990 0.11175 7.36288
H -2.52444 -0.38116 6.16598
H -1.95933 -1.06867 3.78590
Cl -1.88175 -1.10283 -2.66804
C -1.20231 -0.10330 -3.96405
C -2.07957 0.38522 -4.91161
C -1.58672 1.22082 -5.90196
C -0.23365 1.53598 -5.90947
C 0.61469 1.02299 -4.94202
C 0.16220 0.17366 -3.92139
C 1.05446 -0.36759 -2.86534
H -3.12819 0.12497 -4.86712
H -2.25252 1.61270 -6.65816
H 0.16472 2.18311 -6.67998
H 1.66980 1.26809 -4.97099
H 2.07146 0.00147 -3.01072
H 1.08669 -1.46177 -2.96628
S -3.92676 -1.08865 2.48888
C -2.77659 -0.93546 1.36459
N -1.91999 -0.80209 0.57218

Calculated values
HOMO energy (spin up / spin down): -9.96 / -9.95 eV
frontier orbital gap (spin up / spin down): 6.563 / 7.787 eV
expectation value of S²: 12.093
multiplicity: 7
maximum force: 0.009 Eh/bohr
energy relative to the best compared isomer or geometry (same formula, charge and spin): 21.8 kJ/mol
net charge: +1